(1)
The following is a quantum chemistry calculation of a molecular structure, C30H27BrCoIN4O3PS at a distorted geometry, from OMol25.

Output
DFT total energy = -6598.2177 Eh
HOMO-LUMO gap (alpha / beta) = 6.13 / 6.78 eV
LUMO (alpha / beta) = -0.394 / 0.250 eV
Expectation value of S² = 1.151
Relative energy (zero: lowest compared OMol25 entry of this formula, charge and spin) = 61.8 kcal/mol
Highest occupied orbital energy (alpha / beta) = -6.528 / -6.534 eV

Geometry as ORCA input:
```
! RIJCOSX wB97M-V def2-TZVPD def2/J DEFGRID3
* xyz 0 2
Co -0.30883 0.29027 0.64492
O -3.51763 -1.81158 -1.06763
C -2.39053 -1.47823 -0.75977
O -2.07758 -0.33726 -0.27521
C -1.20379 -2.46912 -0.91519
P 0.19136 -1.29403 -1.07129
C 1.71998 -2.25236 -1.21582
C 2.79011 -1.73128 -1.94206
C 4.01658 -2.36462 -1.93077
C 4.20031 -3.51174 -1.17256
C 3.15415 -4.00855 -0.40987
C 1.92459 -3.37694 -0.42021
C -0.11762 -0.73139 -2.77576
C 0.29101 -1.45326 -3.89316
C 0.00215 -0.97598 -5.15930
C -0.69416 0.21138 -5.31836
C -1.11137 0.92447 -4.20772
C -0.82760 0.45083 -2.94206
H -1.33560 -3.13606 -1.77082
H -1.11702 -3.06596 -0.00155
H 2.64036 -0.83503 -2.53070
H 4.83880 -1.95967 -2.50548
H 5.16203 -4.00480 -1.16293
H 3.30731 -4.88521 0.20212
H 1.11627 -3.75180 0.19179
H 0.82703 -2.38488 -3.76571
H 0.31463 -1.53459 -6.02933
H -0.92575 0.57272 -6.30949
H -1.66639 1.84254 -4.32951
H -1.18435 0.96380 -2.05980
S 1.97771 2.84439 2.05827
C 0.37024 2.66507 2.59194
C 0.03682 3.19972 3.85550
C -1.26521 3.22520 4.27272
C -2.24640 2.71884 3.41538
C -1.84576 2.15993 2.22476
N -0.57161 2.08721 1.81121
H 0.83655 3.59260 4.46433
H -1.52814 3.64262 5.23355
H -3.29393 2.74668 3.67308
H -2.57971 1.75284 1.53723
C 4.49105 -0.04815 0.71197
N 3.57187 0.75715 -0.05412
C 3.99295 1.66544 -0.95268
C 3.11129 2.42347 -1.65038
C 1.72771 2.24516 -1.36745
N 1.33247 1.34164 -0.48928
C 2.22313 0.63648 0.23788
O 1.83659 -0.16038 1.09196
N 0.79542 2.97486 -1.99267
H 5.29460 -0.41044 0.07160
H 3.92429 -0.89298 1.10362
H 4.89438 0.53221 1.54447
H 5.06256 1.75716 -1.07821
H 3.43288 3.14296 -2.38112
H 1.06830 3.77660 -2.52971
H -0.15389 2.90100 -1.66444
Br -2.80437 -0.71345 5.89802
C -3.85966 -0.53700 4.33664
C -5.20070 -0.21180 4.47755
C -6.00923 -0.09059 3.36043
C -5.47243 -0.28514 2.10131
C -4.13106 -0.59535 1.95880
C -3.31565 -0.72277 3.07097
I -1.23796 -1.19134 2.83387
H -5.60719 -0.05959 5.46611
H -7.05673 0.14634 3.47554
H -6.08433 -0.20366 1.21678
H -3.73526 -0.71460 0.96781
*
```

---

(2)
The following is a quantum chemistry calculation of a molecular structure, C30H27BrN5SbY, from OMol25.

Output
DFT total energy = -4284.8601 Eh
HOMO-LUMO gap = 6.53 eV
LUMO = -9.530 eV
Highest occupied orbital energy = -16.061 eV

Geometry as ORCA input:
```
! RIJCOSX wB97M-V def2-TZVPD def2/J DEFGRID3
* xyz 3 1
Y -0.30200 -0.35394 -0.13992
C -2.53175 -2.92831 -0.67339
C -2.66795 -2.44881 0.74257
C -3.33832 -3.19352 1.70500
C -3.52953 -2.64790 2.96220
C -3.13240 -1.33261 3.20286
C -2.47549 -0.63194 2.21048
N -2.17386 -1.22909 1.02601
Sb -2.45486 1.54171 2.28105
C -2.79666 1.68869 0.13358
C -3.86014 2.49270 -0.21763
C -4.19613 2.65156 -1.56579
C -3.45188 2.00423 -2.52468
C -2.38529 1.20416 -2.12035
C -1.53819 0.49032 -3.13500
N -2.07920 1.04424 -0.82908
C -0.30299 1.78802 2.13621
C 0.58687 1.70149 3.23993
C 1.88466 1.40120 2.95305
C 2.48401 1.62625 1.67274
C 1.41812 2.13875 0.51407
C 1.51524 3.21820 -1.84025
N 0.10033 1.86610 0.89478
H -2.48090 -4.01351 -0.74295
H -1.63544 -2.54047 -1.17828
H -3.39506 -2.59614 -1.25397
H -3.72039 -4.17565 1.46075
H -4.03425 -3.21641 3.73273
H -3.37698 -0.85794 4.14431
H -4.43879 3.00553 0.54015
H -5.03107 3.27918 -1.84860
H -3.67944 2.11017 -3.57694
H -2.12789 -0.19599 -3.74337
H -0.71866 -0.10971 -2.69491
H -1.05056 1.19576 -3.80950
H 0.20260 1.60603 4.24647
H 2.51022 0.94993 3.71577
H 3.37133 1.06779 1.40891
H 2.34719 3.89266 -1.68256
H 0.59456 3.75994 -1.61843
H 1.50519 2.94431 -2.89506
Br 4.24451 5.14950 0.71020
C 3.63826 3.41889 0.31701
C 2.42728 3.04447 1.12930
C 1.56358 1.94430 -0.99315
C 2.67192 0.95897 -1.13530
C 3.95361 1.29886 -0.94552
C 4.33433 2.65757 -0.54957
N 2.10183 -0.34448 -0.97390
C 2.74681 -1.44008 -1.08435
C 2.12056 -2.69368 -0.64529
C 2.82498 -3.87691 -0.74313
C 2.27341 -5.04146 -0.21428
C 1.04695 -4.95722 0.41352
C 0.39612 -3.73015 0.45704
N 0.88920 -2.60556 -0.07264
H 2.09292 3.79172 1.83743
H 0.63531 1.44753 -1.32803
H 4.74806 0.56024 -0.98084
H 5.26899 3.05012 -0.93030
H 3.77557 -1.48425 -1.43793
H 3.79921 -3.88748 -1.21332
H 2.80453 -5.98164 -0.27807
H 0.58620 -5.82210 0.86947
H -0.55838 -3.65419 0.95864
*
```

---

(3)
The following is a quantum chemistry calculation of a molecular structure, C30H27CaCl3N7O7S2 at a distorted geometry, from OMol25.

Output
DFT total energy = -4924.3267 Eh
HOMO-LUMO gap = 7.46 eV
LUMO = 2.285 eV
Relative energy (zero: lowest compared OMol25 entry of this formula, charge and spin) = 46.1 kcal/mol
Highest occupied orbital energy = -5.171 eV

Geometry as ORCA input:
```
! RIJCOSX wB97M-V def2-TZVPD def2/J DEFGRID3
* xyz -1 1
Ca -0.30851 0.35770 0.08283
Cl -6.45703 -3.22213 -2.18982
C -5.07291 -2.19149 -1.91846
C -4.67488 -1.29358 -2.91954
C -3.58977 -0.48601 -2.71881
C -2.82164 -0.51640 -1.51337
O -1.81155 0.25478 -1.37658
C -3.26901 -1.43315 -0.50748
C -2.62285 -1.55337 0.77853
O -1.68175 -0.90836 1.21387
C -4.38442 -2.25565 -0.74132
H -5.23504 -1.24985 -3.84470
H -3.27021 0.20591 -3.48854
H -3.06405 -2.33736 1.42635
H -4.70151 -2.94112 0.03670
Cl 1.68747 1.11286 -7.33154
C 1.35740 0.98491 -5.62125
C 1.31547 -0.27992 -5.02669
C 1.10447 -0.39215 -3.67964
Cl 0.95894 -1.96679 -2.98963
C 0.97649 0.74536 -2.79434
O 0.99663 0.64049 -1.53394
C 0.86913 2.00152 -3.49455
C 0.43953 3.21681 -2.83041
O -0.01138 3.34632 -1.71078
C 1.10783 2.09884 -4.87300
H 1.43891 -1.16799 -5.63109
H 0.51048 4.11736 -3.48594
H 1.06887 3.07399 -5.34577
N 0.42464 -0.18201 4.00734
C -0.46503 0.85769 4.01571
N -1.10450 1.26889 2.98228
C -1.95453 2.30668 3.27106
C -1.96556 2.69741 4.57274
S -0.88561 1.71506 5.49968
C -2.67355 2.93438 2.16093
C -3.36608 4.09950 2.22274
S -3.90167 4.55655 0.64718
C -3.12538 3.10397 0.00323
N -2.57019 2.36884 0.91110
N -3.21602 2.80278 -1.31678
H 0.73331 -0.39617 3.06477
H 1.15713 -0.15222 4.69535
H -2.52612 3.48585 5.04619
H -3.53271 4.74412 3.06934
H -3.24610 3.58055 -1.95218
H -2.60133 2.03163 -1.58580
C 2.72921 3.53386 0.92791
C 1.45679 2.84341 0.95818
N 0.44426 2.31259 0.96607
H 2.61020 4.50168 0.44333
H 3.44453 2.92906 0.37253
H 3.09736 3.65577 1.94431
C 0.82697 -3.90329 2.64530
C 1.63603 -4.07904 1.36145
C 2.41941 -2.81580 0.98184
C 3.17258 -3.04806 -0.35066
C 3.85794 -1.80300 -0.91271
C 3.47070 -2.53352 2.03449
O 4.21566 -3.38917 2.47575
N 3.57386 -1.23078 2.42169
C 2.66817 -0.18146 2.12227
O 2.93001 0.91206 2.60466
N 1.59127 -0.46557 1.36622
C 1.43102 -1.66381 0.77517
O 0.46404 -1.85473 0.03480
H 0.29523 -4.82222 2.89471
H 0.08719 -3.10716 2.53166
H 1.47896 -3.65466 3.48659
H 0.96515 -4.30915 0.53354
H 2.34574 -4.90012 1.47354
H 2.44347 -3.41012 -1.07517
H 3.90632 -3.83933 -0.18075
H 3.14017 -0.99168 -1.05361
H 4.29795 -2.02886 -1.88478
H 4.65482 -1.45045 -0.25383
H 4.30918 -0.99145 3.06953
*
```

---

(4)
The following is a quantum chemistry calculation of a molecular structure, C30H27Cl3N7P2PdSe, from OMol25.

Output
DFT total energy = -6134.4257 Eh
HOMO-LUMO gap = 6.73 eV
LUMO = -10.161 eV
Relative energy (zero: lowest compared OMol25 entry of this formula, charge and spin) = 3.1 kcal/mol
Highest occupied orbital energy = -16.888 eV

Geometry as ORCA input:
```
! RIJCOSX wB97M-V def2-TZVPD def2/J DEFGRID3
* xyz 3 1
Pd -0.67603 -1.59253 -0.49844
C 1.69955 1.84278 -2.26208
N 0.66107 1.12008 -1.46632
P -0.95849 1.34368 -1.80387
C -1.25543 2.93166 -2.50176
C -1.86443 3.06825 -3.75025
C -2.12975 4.34052 -4.23775
C -1.79526 5.45685 -3.48823
C -1.19081 5.32241 -2.24155
C -0.92212 4.06418 -1.74291
C -1.90813 0.94359 -0.34369
C -1.61035 1.57249 0.87921
C -2.47103 1.44561 1.94861
C -3.65271 0.72953 1.81045
C -3.98222 0.13974 0.59995
C -3.12311 0.25213 -0.48281
P 1.18644 -0.25915 -0.56973
C 1.68769 0.36542 1.03204
C 2.20592 -0.52206 1.98144
C 2.76520 -0.03351 3.14779
C 2.83739 1.33752 3.36688
C 2.37015 2.22420 2.40776
C 1.80611 1.74160 1.23756
C 2.68227 -0.85650 -1.34514
C 2.67302 -1.53484 -2.56883
C 3.86029 -1.86599 -3.19325
C 5.07391 -1.51750 -2.61060
C 5.09524 -0.82517 -1.40913
C 3.91034 -0.48702 -0.77716
H 1.25209 2.72937 -2.70323
H 2.09499 1.19980 -3.04519
H 2.50387 2.14399 -1.59328
H -2.12164 2.19888 -4.33736
H -2.59728 4.45698 -5.20556
H -2.00671 6.44523 -3.87414
H -0.93524 6.20102 -1.66552
H -0.44956 3.96350 -0.77082
H -0.70995 2.15547 0.99495
H -2.23201 1.92289 2.88926
H -4.33335 0.65173 2.64828
H -4.92036 -0.38767 0.49023
H -3.41422 -0.16569 -1.43762
H 2.20208 -1.58526 1.79249
H 3.16738 -0.72051 3.87987
H 3.28647 1.71660 4.27522
H 2.46484 3.29056 2.56149
H 1.48834 2.44214 0.47695
H 1.74462 -1.78989 -3.04999
H 3.84253 -2.39305 -4.13744
H 6.00251 -1.77741 -3.10102
H 6.03764 -0.54062 -0.96142
H 3.95192 0.06581 0.15103
Cl -5.41473 -4.32447 -1.45073
C -4.59365 -4.24312 0.10506
Cl -5.58827 -3.43150 1.31780
Cl -4.07596 -5.83230 0.65547
C -3.38100 -3.41575 -0.08252
N -2.44858 -2.77091 -0.22302
N -0.17553 -3.37848 5.88945
C -0.06964 -3.50007 4.57342
N 0.23509 -4.68803 4.04566
N -0.27786 -2.39813 3.84371
C -0.23894 -2.37339 2.57091
N -0.18555 -2.27565 1.40891
H -0.03038 -4.14920 6.51973
H -0.42512 -2.48219 6.27356
H 0.39886 -5.49814 4.62069
H 0.34630 -4.79379 3.05217
Se -0.77895 -2.65163 -2.84653
C -1.17641 -0.96504 -2.71472
N -1.41337 0.19995 -2.95438
*
```

---

(5)
The following is a quantum chemistry calculation of a molecular structure, C30H28BN6O4RhS at a distorted geometry, from OMol25.

Output
DFT total energy = -2323.1335 Eh
HOMO-LUMO gap (alpha / beta) = 7.18 / 7.18 eV
LUMO (alpha / beta) = -1.380 / -1.381 eV
Relative energy (zero: lowest compared OMol25 entry of this formula, charge and spin) = 19.8 kcal/mol
Highest occupied orbital energy (alpha / beta) = -8.558 / -8.558 eV

Geometry as ORCA input:
```
! RIJCOSX wB97M-V def2-TZVPD def2/J DEFGRID3
* xyz 0 1
Rh -0.37224 -0.07232 0.62216
C 1.83035 1.71493 -3.94660
C 1.61311 0.67843 -2.89519
C 2.15786 -0.58132 -2.79555
C 1.63366 -1.14210 -1.61942
N 0.81508 -0.25151 -1.06782
N 0.79726 0.87029 -1.83991
B -0.03497 2.13945 -1.47004
N 0.42589 2.55855 -0.07092
N 0.81215 1.54401 0.73974
C 1.36660 2.08018 1.84356
C 1.30593 3.46779 1.72439
C 0.70849 3.72940 0.50230
C 0.40466 5.03375 -0.15125
C 2.00039 1.29655 2.91922
C 2.46437 1.95631 4.05445
C 3.04714 1.24886 5.09358
C 3.18188 -0.12958 5.00678
C 2.74879 -0.79048 3.86678
C 2.17186 -0.07981 2.82894
N -1.49297 1.68758 -1.39024
N -1.62405 0.42094 -0.94271
C -2.90276 0.04916 -1.12794
C -3.59524 1.13221 -1.67281
C -2.66451 2.15112 -1.82796
C -2.82732 3.52089 -2.39265
C -3.38529 -1.32286 -0.88960
C -4.74010 -1.60888 -1.00766
C -5.21284 -2.89228 -0.77421
C -4.33232 -3.90646 -0.42976
C -2.97291 -3.63541 -0.34017
C -2.50670 -2.35629 -0.57763
C 1.91701 -2.48466 -1.05854
C 1.34973 -2.95704 0.12395
C 1.65294 -4.22267 0.60344
C 2.52983 -5.04234 -0.08985
C 3.10120 -4.58468 -1.26904
C 2.79718 -3.31994 -1.74664
H 2.52590 1.32933 -4.68956
H 2.24802 2.62972 -3.52488
H 0.89811 1.97530 -4.44899
H 2.85054 -1.02577 -3.48869
H 0.12807 3.00155 -2.28582
H 1.66157 4.20132 2.42705
H 0.87583 5.84145 0.40407
H -0.67109 5.21579 -0.16985
H 0.76552 5.05953 -1.17984
H 2.35962 3.03024 4.13779
H 3.39022 1.77513 5.97507
H 3.62865 -0.68537 5.82126
H 2.85687 -1.86389 3.78176
H 1.87093 -0.61239 1.94028
H -4.63440 1.17207 -1.95191
H -3.82035 3.62446 -2.82418
H -2.08782 3.72342 -3.16821
H -2.71341 4.27953 -1.61670
H -5.43808 -0.82396 -1.26995
H -6.27244 -3.09704 -0.85725
H -4.70122 -4.90575 -0.23709
H -2.27352 -4.42154 -0.08647
H -1.44031 -2.17250 -0.53752
H 0.66468 -2.35936 0.70188
H 1.19616 -4.55982 1.52551
H 2.76665 -6.02972 0.28535
H 3.78692 -5.21415 -1.82183
H 3.25377 -2.98271 -2.66805
O -2.47430 -0.37890 1.51056
S -1.62829 -0.41245 2.75681
O -0.91808 0.90444 2.65845
O -0.51520 -1.42304 2.39270
O -2.30866 -0.69470 3.97302
*
```

---

(6)
The following is a quantum chemistry calculation of a molecular structure, C30H28Br2CrF5N6OS6, from OMol25.

Output
DFT total energy = -10644.8482 Eh
HOMO-LUMO gap (alpha / beta) = 4.16 / 5.61 eV
LUMO (alpha / beta) = 1.739 / 1.732 eV
Expectation value of S² = 6.096
Relative energy (zero: lowest compared OMol25 entry of this formula, charge and spin) = 38.6 kcal/mol
Highest occupied orbital energy (alpha / beta) = -2.424 / -3.881 eV

Geometry as ORCA input:
```
! RIJCOSX wB97M-V def2-TZVPD def2/J DEFGRID3
* xyz -1 5
Cr -1.75919 1.54545 -0.44530
S -7.43850 3.84318 3.23803
C -6.13567 3.40777 2.31080
S -6.24628 2.45834 0.88170
C -4.55264 2.44975 0.44735
C -3.74131 3.11915 1.28818
S -2.00978 3.27508 1.09770
S -4.51622 3.86828 2.66201
S -4.05635 1.59354 -0.98955
S -2.36070 -0.65713 -2.75444
C -1.45626 -2.07677 -2.67035
N -1.42915 -2.83395 -1.56513
C -0.73931 -4.10463 -1.45925
C 0.50185 -4.06584 -2.33434
C 0.08669 -3.70155 -3.75042
N -0.71324 -2.48940 -3.71919
H -2.01744 -2.52505 -0.79840
H -1.39637 -4.92781 -1.76144
H -0.48987 -4.26365 -0.41140
H 1.00729 -5.03174 -2.32802
H 1.19318 -3.31061 -1.95041
H -0.48203 -4.52756 -4.19281
H 0.95641 -3.51945 -4.38309
H -0.78489 -1.91856 -4.54479
C 3.72786 -0.78039 2.18017
N 2.27563 -0.70525 2.03504
N 1.82745 0.55924 1.64223
C 0.84401 0.41518 0.68268
O 0.16864 1.37726 0.30522
C 0.79878 -0.98479 0.35632
C 1.66619 -1.60894 1.17571
C 2.01347 -3.05245 1.27589
C 1.84703 1.61773 2.59059
C 1.77361 2.93047 2.14173
C 1.75092 3.95994 3.06862
C 1.82634 3.69225 4.42798
C 1.91024 2.37819 4.86335
C 1.91050 1.33501 3.94984
H 4.05141 -0.01460 2.88156
H 4.23160 -0.62981 1.21991
H 3.98855 -1.75520 2.58561
H 0.10399 -1.42053 -0.34164
H 1.19483 -3.64649 0.87767
H 2.16287 -3.34003 2.31626
H 2.92218 -3.28610 0.71585
H 1.69956 3.14222 1.08574
H 1.66280 4.97908 2.71627
H 1.80494 4.50278 5.14441
H 1.95074 2.15587 5.92198
H 1.92480 0.30679 4.28471
F -2.35988 3.94047 -2.03853
C -1.37518 2.98680 -2.00752
F -1.44060 2.37400 -3.25918
C -0.05325 3.81817 -2.05110
F -0.23403 5.08964 -2.44512
F 0.86256 3.29514 -2.88810
F 0.53452 3.88041 -0.83725
Br -3.53468 -3.91027 0.89417
C -2.62999 -2.30735 1.44096
C -1.84550 -2.34391 2.61517
C -1.41813 -1.05930 3.05342
C -1.58100 0.03607 2.26067
N -2.15534 -0.00391 1.00124
C -2.81173 -1.17866 0.69993
H -1.74082 -3.23918 3.20744
H -0.96470 -0.93140 4.03013
H -1.25678 1.01595 2.59056
H -3.46970 -1.15393 -0.16063
Br 1.28431 -0.92728 -6.19923
C 1.76132 -0.22722 -4.50166
C 3.08806 -0.06075 -4.15523
C 3.35936 0.43478 -2.88813
C 2.29809 0.70488 -2.03743
N 1.02645 0.52868 -2.37928
C 0.75695 0.09694 -3.60320
H 3.87928 -0.30505 -4.85093
H 4.37746 0.60565 -2.56467
H 2.47823 1.09330 -1.03945
H -0.29441 0.01304 -3.85824
*
```